w | DFT (ωB97M-V with the def2-TZVPD basis set) results for a cluster of 8 separate species, C32H40N8 in total.

**Spin multiplicity**: 1
**Frontier orbital gap**: 7.93 eV
**HOMO energy**: -7.431 eV
**E_LUMO**: 0.501 eV
**Structure (SMILES)**: c1cc[nH]c1.c1cc[nH]c1.c1cc[nH]c1.c1cc[nH]c1.c1cc[nH]c1.c1cc[nH]c1.c1cc[nH]c1.c1cc[nH]c1
**Total charge**: 0

XYZ file:
```
80
C32H40N8 ωB97M-V with the def2-TZVPD basis set
C 0.232 0.404 3.926
C 0.395 1.597 3.145
C -0.954 1.951 2.587
N -1.710 0.902 3.028
C -1.052 -0.013 3.789
H 1.026 -0.084 4.426
H 1.339 2.151 2.986
H -1.334 2.744 1.902
H -2.594 0.649 2.606
H -1.469 -0.940 4.070
C -2.197 5.664 -0.169
C -1.122 5.480 0.766
C -1.553 6.296 2.014
N -2.798 6.812 1.670
C -3.143 6.487 0.338
H -2.270 5.405 -1.235
H -0.108 4.956 0.767
H -1.120 6.529 2.953
H -3.404 7.380 2.214
H -4.029 6.878 -0.130
C 5.142 -4.791 -3.410
C 3.789 -4.323 -3.436
C 3.725 -3.103 -2.818
N 5.015 -2.858 -2.391
C 5.998 -3.759 -2.668
H 5.476 -5.836 -3.660
H 2.952 -4.988 -3.812
H 2.868 -2.512 -2.512
H 5.175 -2.003 -1.761
H 6.969 -3.670 -2.249
C 1.027 1.186 -2.317
C 0.617 1.442 -1.006
C 0.326 0.146 -0.331
N 0.580 -0.807 -1.287
C 0.986 -0.167 -2.488
H 1.277 1.923 -3.098
H 0.553 2.376 -0.596
H -0.152 -0.008 0.667
H 0.408 -1.831 -1.192
H 1.117 -0.730 -3.356
C -3.109 -2.154 2.031
C -4.047 -1.687 2.972
C -4.545 -0.356 2.436
N -3.679 -0.140 1.329
C -2.810 -1.191 1.116
H -2.664 -3.108 2.055
H -4.525 -2.246 3.801
H -5.279 0.383 2.731
H -3.784 0.725 0.686
H -2.075 -1.145 0.300
C 0.957 -4.144 0.416
C 1.541 -4.577 -0.796
C 0.684 -3.956 -1.853
N -0.399 -3.420 -1.189
C -0.215 -3.451 0.179
H 1.239 -4.329 1.451
H 2.459 -5.211 -1.060
H 0.693 -4.019 -2.993
H -1.243 -3.147 -1.728
H -0.951 -3.050 0.878
C -4.651 1.269 -1.591
C -3.259 1.555 -1.708
C -2.801 2.268 -0.667
N -3.854 2.550 0.141
C -5.037 2.064 -0.379
H -5.212 0.647 -2.216
H -2.546 1.083 -2.397
H -1.805 2.516 -0.317
H -3.787 3.175 0.949
H -5.961 2.155 0.114
C 4.911 -1.389 0.568
C 5.679 -0.523 -0.209
C 4.806 0.226 -1.104
N 3.546 -0.188 -0.744
C 3.584 -1.155 0.264
H 5.183 -2.122 1.284
H 6.744 -0.392 -0.175
H 4.937 0.965 -1.897
H 2.693 0.142 -1.198
H 2.618 -1.577 0.616
```

x | DFT (ωB97M-V with the def2-TZVPD basis set) results for a cluster of 8 separate species, C32H40N8 in total.

**Spin multiplicity**: 1
**Frontier orbital gap**: 7.45 eV
**HOMO energy**: -7.322 eV
**E_LUMO**: 0.126 eV
**Structure (SMILES)**: c1cc[nH]c1.c1cc[nH]c1.c1cc[nH]c1.c1cc[nH]c1.c1cc[nH]c1.c1cc[nH]c1.c1cc[nH]c1.c1cc[nH]c1
**Total charge**: 0

XYZ file:
```
80
C32H40N8 ωB97M-V with the def2-TZVPD basis set
C 3.104 3.050 -3.941
C 2.189 3.022 -5.012
C 1.121 2.010 -4.698
N 1.386 1.692 -3.383
C 2.665 2.207 -2.972
H 4.128 3.413 -3.832
H 2.196 3.592 -5.890
H 0.280 1.640 -5.238
H 0.843 1.003 -2.845
H 3.128 1.936 -2.049
C 1.716 1.572 2.065
C 2.834 0.725 2.025
C 2.174 -0.655 2.407
N 0.833 -0.387 2.619
C 0.519 0.943 2.397
H 1.724 2.614 1.771
H 3.824 0.943 1.871
H 2.540 -1.684 2.554
H 0.082 -1.040 2.879
H -0.499 1.299 2.525
C 5.679 0.615 -2.118
C 6.965 1.292 -2.100
C 7.448 1.217 -0.824
N 6.542 0.518 -0.055
C 5.430 0.096 -0.708
H 5.005 0.364 -2.970
H 7.398 1.830 -2.892
H 8.345 1.634 -0.471
H 6.749 0.314 0.893
H 4.612 -0.412 -0.182
C -0.687 -0.558 -2.362
C 0.647 -1.037 -2.655
C 1.419 -0.743 -1.389
N 0.517 -0.134 -0.527
C -0.762 -0.070 -1.092
H -1.526 -0.605 -3.017
H 0.986 -1.423 -3.609
H 2.422 -0.892 -1.062
H 0.611 0.266 0.388
H -1.580 0.378 -0.552
C -4.854 -2.654 -0.352
C -4.240 -2.474 -1.638
C -4.271 -1.025 -1.914
N -4.945 -0.421 -0.868
C -5.267 -1.394 0.088
H -5.075 -3.646 0.058
H -3.891 -3.301 -2.284
H -3.951 -0.427 -2.790
H -5.241 0.605 -0.982
H -5.828 -1.176 0.982
C -2.562 4.763 1.572
C -1.970 3.543 1.867
C -2.855 2.450 1.221
N -3.798 3.221 0.573
C -3.627 4.593 0.783
H -2.337 5.740 1.961
H -1.120 3.415 2.480
H -2.877 1.371 1.217
H -4.578 2.783 -0.076
H -4.415 5.248 0.431
C -0.337 -4.860 1.699
C -1.549 -4.607 0.965
C -1.330 -3.546 0.128
N -0.041 -3.097 0.304
C 0.652 -3.889 1.223
H -0.231 -5.647 2.451
H -2.490 -5.063 1.207
H -1.990 -2.983 -0.439
H 0.334 -2.358 -0.232
H 1.729 -3.823 1.456
C -1.863 -0.710 4.427
C -2.619 -0.101 3.376
C -2.463 -0.996 2.149
N -1.735 -2.074 2.618
C -1.330 -1.891 3.984
H -1.708 -0.265 5.398
H -3.239 0.744 3.455
H -2.749 -1.071 1.082
H -1.549 -2.860 2.005
H -0.798 -2.664 4.463
```

Most stable structure, least stable structure: w, x.